{"formula": "C48H65CsIN6O5SSb", "method": "wB97M-V/def2-TZVPD", "species": ["C", "C", "C", "I", "H", "H", "H", "C", "C", "H", "H", "H", "H", "C", "H", "H", "S", "H", "H", "H", "Sb", "H", "N", "H", "H", "H", "C", "C", "C", "H", "C", "H", "C", "H", "C", "C", "C", "H", "H", "H", "H", "H", "C", "H", "N", "H", "H", "C", "N", "O", "C", "C", "C", "C", "H", "H", "H", "H", "H", "H", "C", "C", "H", "H", "H", "O", "H", "C", "H", "C", "H", "C", "H", "H", "O", "H", "H", "N", "H", "H", "C", "H", "C", "C", "C", "N", "H", "C", "H", "H", "C", "C", "C", "C", "H", "O", "C", "H", "C", "C", "H", "N", "C", "Cs", "C", "H", "C", "H", "H", "H", "O", "C", "C", "H", "H", "C", "H", "H", "H", "C", "C", "H", "C", "C", "C", "H", "H", "H"], "xyz": [[-0.145, -2.659, 4.315], [2.245, -3.194, -2.869], [0.706, -1.553, 4.948], [1.946, -4.294, -0.072], [-3.988, -3.392, 0.221], [1.623, -3.892, 4.192], [4.009, -0.592, -1.820], [5.111, 0.449, -4.089], [-3.649, 3.133, 1.351], [-6.937, 3.942, 1.508], [-6.743, 3.560, -0.932], [-4.663, -0.910, 2.853], [5.174, 4.606, 0.308], [3.255, -1.063, -2.463], [5.256, -1.509, -3.841], [-2.696, -2.198, 0.068], [-1.971, 2.453, -0.735], [-3.611, 0.289, 2.080], [-1.063, -3.451, -3.743], [4.648, -2.970, 2.243], [-1.437, -1.656, 2.804], [5.602, 1.137, -4.771], [3.562, 0.143, 1.547], [-1.800, 3.024, -3.502], [-4.560, 2.915, -1.914], [1.423, -2.007, 5.649], [-5.983, 3.663, 1.078], [3.905, 2.857, 0.183], [-5.875, 3.448, -0.294], [-2.432, -5.065, 0.854], [2.249, 4.371, -1.383], [0.339, -6.075, -4.659], [5.946, 0.048, 1.442], [-1.579, -4.168, 5.010], [1.432, -4.235, -4.895], [-3.467, -1.108, 5.250], [-4.874, 3.507, 1.897], [-4.155, -0.395, 5.731], [6.882, 0.562, 1.252], [2.595, -1.598, 2.048], [-2.707, -1.369, 5.986], [-2.808, 1.538, 4.844], [-4.657, 3.083, -0.844], [-1.491, 5.203, 0.179], [1.809, 1.502, -5.522], [3.667, 5.969, -1.112], [-4.036, -2.009, 5.017], [-3.808, -3.829, 2.928], [3.039, -2.276, -2.158], [5.674, -0.835, -4.385], [4.256, 4.186, -0.091], [1.679, -4.256, -2.147], [1.318, -0.062, -3.740], [0.981, -5.275, -2.772], [5.374, 0.760, -3.073], [5.709, 2.474, 1.011], [0.545, -6.075, -2.189], [-4.579, -3.093, 3.166], [-1.336, 0.613, 5.154], [0.890, 1.226, 3.052], [0.796, -3.581, 3.535], [-1.843, -4.380, 1.483], [-2.782, 2.974, 1.985], [1.355, -4.234, -5.976], [-4.591, 0.737, 3.485], [-2.171, -0.185, -2.309], [0.299, -4.486, 3.182], [-3.989, -0.071, 3.043], [-4.130, -1.829, 1.036], [-0.511, 0.960, -5.202], [-1.177, 0.303, -4.649], [2.107, -3.204, -4.259], [-1.422, -4.972, 2.298], [-4.310, -4.678, 2.442], [0.451, -0.666, -2.965], [-3.382, -4.194, 3.866], [-0.591, -2.109, -3.157], [2.799, 2.310, -0.278], [-1.254, -0.211, -2.665], [0.103, -0.840, 5.517], [-3.427, -2.620, 0.767], [1.757, 0.757, 1.876], [3.570, -1.156, 1.872], [-1.108, 6.312, -3.009], [4.730, 0.729, 1.305], [-0.899, 2.231, 0.380], [-1.631, 1.287, 3.538], [-1.681, 4.006, -1.601], [-4.961, 3.663, 2.965], [1.117, 2.552, -1.402], [-1.340, 5.127, -3.695], [-2.107, 0.812, 4.406], [0.866, -5.270, -4.158], [4.712, -1.919, 1.995], [2.558, -2.407, -4.841], [0.889, 0.626, 2.298], [3.119, 1.388, -5.269], [1.271, -0.997, 4.195], [2.000, 3.058, -1.043], [-1.449, 5.185, -0.907], [-0.980, 7.266, -1.084], [4.793, 2.077, 0.935], [0.935, 0.811, -4.803], [-0.004, -0.192, -0.547], [-2.867, -0.459, 4.006], [-0.611, 0.748, -6.268], [3.619, 0.555, -4.294], [-1.354, -2.816, 6.128], [-0.881, 7.218, -3.558], [6.859, -1.829, 1.885], [-1.286, -2.797, -3.072], [5.930, -1.284, 1.790], [-1.627, 3.964, -2.986], [1.562, 4.923, -2.014], [-0.759, 3.027, 1.006], [2.709, -0.197, -3.535], [-1.288, 5.102, -4.776], [-1.017, -4.006, 0.868], [-0.100, -4.041, 5.968], [-3.550, 2.944, -0.013], [3.415, 4.941, -0.881], [-2.475, -1.085, -2.496], [-1.162, 6.340, -1.616], [-2.750, -3.256, 1.987], [-0.849, -3.461, 5.409], [-0.829, 1.996, -5.056], [1.234, -3.075, 2.665], [3.789, 1.978, -5.891]], "lowdin_charge": [-0.696, -0.332, -0.130, 1.009, 0.091, 0.091, 0.124, -0.202, -0.094, 0.104, 0.107, 0.061, 0.109, -0.106, 0.064, 0.054, 0.939, 0.066, 0.027, 0.102, 1.596, 0.115, 0.112, 0.094, 0.118, 0.088, -0.078, -0.307, -0.071, 0.089, -0.056, 0.106, -0.017, 0.062, -0.078, -0.104, -0.077, 0.088, 0.111, 0.074, 0.056, 0.084, -0.069, 0.116, 0.106, 0.108, 0.063, -0.113, 0.074, -0.050, -0.020, -0.624, -0.328, -0.155, 0.113, 0.124, 0.096, 0.059, 0.059, 0.042, -0.158, -0.143, 0.092, 0.108, 0.083, -0.262, 0.055, -0.137, 0.056, -0.010, 0.061, -0.010, 0.063, 0.086, -0.479, 0.060, -0.002, 0.138, -0.088, 0.059, -0.135, -0.028, -0.131, -0.080, -0.295, -0.516, 0.055, -0.382, 0.107, 0.064, -0.064, -0.136, -0.101, -0.065, 0.122, -0.228, -0.114, 0.052, -0.140, -0.075, 0.107, 0.120, -0.247, 1.178, -0.699, 0.084, -0.161, 0.056, 0.106, 0.110, -0.070, -0.064, -0.076, 0.097, 0.005, -0.099, 0.111, 0.019, 0.086, -0.370, -0.067, 0.024, -0.077, -0.706, -0.106, 0.058, 0.001, 0.108], "homo_lumo_gap_ev": 7.45, "multiplicity": 1, "homo_energy_ev": -7.344, "charge": 0}

{"formula": "C48H65HfN2OP3SeSi", "method": "wB97M-V/def2-TZVPD", "species": ["C", "H", "H", "C", "C", "H", "H", "H", "H", "H", "H", "C", "N", "C", "C", "H", "H", "C", "Hf", "H", "H", "C", "C", "H", "C", "C", "C", "H", "H", "H", "C", "H", "H", "C", "C", "H", "O", "C", "C", "H", "C", "H", "H", "C", "C", "H", "H", "C", "H", "H", "H", "H", "C", "C", "H", "H", "P", "H", "H", "H", "H", "H", "C", "H", "C", "C", "Si", "H", "H", "C", "N", "H", "H", "H", "C", "C", "H", "C", "C", "H", "H", "C", "C", "C", "H", "C", "C", "C", "H", "C", "Se", "H", "C", "H", "H", "H", "H", "H", "C", "C", "H", "H", "P", "P", "H", "H", "H", "H", "H", "C", "C", "C", "C", "H", "H", "H", "H", "H", "C", "C", "H", "C"], "xyz": [[2.912, -20.736, -1.275], [2.602, -18.656, -3.563], [8.120, -18.142, -5.176], [0.357, -15.853, 1.350], [0.963, -15.598, 2.645], [11.541, -17.902, 1.162], [4.279, -20.385, -6.850], [6.525, -17.459, -5.635], [6.327, -25.773, 1.201], [5.233, -26.686, -0.601], [2.907, -24.953, 0.199], [4.653, -19.440, -6.311], [0.846, -19.759, -0.355], [7.208, -17.830, 2.845], [5.078, -26.949, -3.530], [2.081, -16.517, 4.268], [7.781, -16.515, -4.814], [7.309, -19.617, 4.764], [4.697, -19.675, -1.088], [4.241, -18.539, -6.796], [2.390, -18.594, 2.997], [9.818, -24.608, -0.159], [7.996, -23.195, -0.904], [2.987, -23.817, -2.980], [2.578, -22.902, -2.471], [4.203, -19.459, -4.803], [5.211, -24.669, -4.620], [10.086, -22.198, 2.567], [5.364, -23.591, -4.492], [1.941, -20.041, 1.393], [3.325, -25.715, -0.417], [9.719, -22.493, 0.139], [6.838, -23.588, 4.092], [1.162, -22.761, -2.431], [9.369, -22.305, 3.420], [0.505, -23.522, -2.896], [4.075, -18.108, -0.236], [8.870, -20.046, 1.008], [4.862, -25.658, -0.420], [2.884, -25.635, -1.457], [7.262, -24.361, -1.231], [3.817, -20.518, -4.544], [9.523, -23.327, 3.825], [9.550, -19.373, -1.146], [1.757, -17.837, 2.587], [9.980, -21.488, -2.989], [6.413, -15.978, -2.558], [7.916, -22.228, 2.883], [7.237, -18.660, 5.266], [5.049, -16.324, -3.693], [7.291, -26.515, -1.316], [0.859, -14.663, 3.116], [9.102, -21.455, -3.639], [8.162, -21.750, -5.780], [5.825, -25.007, -5.454], [5.989, -22.057, 3.895], [5.532, -24.531, -1.811], [3.485, -17.420, -4.348], [4.168, -24.924, -4.866], [7.707, -23.013, 2.145], [2.338, -18.480, -5.296], [5.761, -19.420, 3.185], [6.916, -21.384, -5.342], [10.065, -19.254, 2.659], [7.871, -25.628, -1.041], [7.291, -17.494, -4.844], [7.522, -21.368, -1.288], [4.680, -25.583, 1.730], [0.111, -17.238, -0.326], [1.414, -20.752, -0.998], [1.499, -19.352, 0.751], [4.490, -22.004, -2.118], [7.395, -22.217, 5.019], [6.007, -21.616, -5.909], [6.862, -19.330, 3.282], [5.632, -25.498, -3.364], [-0.310, -15.050, 0.964], [1.216, -18.092, 1.293], [6.821, -20.748, -4.093], [7.501, -18.139, -2.797], [-0.440, -21.636, -1.535], [3.421, -21.950, -1.853], [9.277, -21.644, -4.956], [5.730, -16.793, -2.940], [3.161, -18.219, 0.135], [5.402, -25.294, 0.964], [10.755, -18.526, 0.746], [9.152, -25.747, -0.587], [8.318, -22.158, -6.773], [9.233, -23.362, -0.249], [5.586, -21.379, 0.774], [10.253, -21.679, -5.424], [1.664, -16.637, 3.225], [5.489, -24.189, 1.089], [9.481, -19.350, -2.248], [3.048, -26.660, 0.018], [6.738, -25.668, -3.402], [9.629, -21.630, 4.302], [9.896, -19.270, 1.598], [7.855, -21.058, -3.124], [6.586, -20.304, 5.297], [5.728, -19.514, -6.472], [5.701, -19.447, -3.583], [7.484, -20.602, 2.045], [7.376, -17.732, 1.762], [4.847, -27.168, -4.570], [10.787, -24.631, 0.289], [8.309, -19.930, 4.912], [5.104, -17.114, -2.083], [6.677, -17.904, -3.522], [8.749, -20.219, -0.379], [0.634, -21.726, -1.650], [3.116, -18.462, -4.510], [9.702, -26.734, -0.570], [5.728, -27.755, -3.134], [4.090, -27.000, -3.026], [6.390, -17.141, 3.224], [8.161, -17.469, 3.255], [0.510, -17.051, 0.664], [6.967, -22.493, 4.064], [11.113, -18.009, -1.326], [10.515, -18.546, -0.642]], "lowdin_charge": [-0.266, 0.066, 0.082, -0.085, -0.111, 0.099, 0.097, 0.073, 0.059, 0.092, 0.064, -0.125, -0.005, -0.093, -0.106, 0.117, 0.079, -0.102, 1.031, 0.075, 0.089, -0.085, -0.267, 0.066, -0.166, -0.484, -0.125, 0.071, 0.042, 0.156, -0.120, 0.075, 0.092, -0.091, -0.107, 0.103, -0.389, -0.388, -0.527, 0.071, -0.363, 0.119, 0.086, -0.127, -0.074, 0.114, 0.097, -0.516, 0.070, 0.077, 0.100, 0.067, -0.127, -0.081, 0.072, 0.058, 1.086, 0.066, 0.073, 0.081, 0.092, 0.086, -0.112, 0.098, -0.133, -0.114, 0.544, 0.077, 0.094, -0.334, -0.077, -0.004, 0.061, 0.104, -0.452, -0.548, 0.102, -0.261, -0.365, 0.102, 0.092, -0.278, -0.100, -0.116, -0.003, -0.127, -0.057, -0.086, 0.110, -0.115, 0.376, 0.109, -0.142, 0.020, 0.094, 0.068, 0.090, 0.089, -0.087, -0.313, 0.087, 0.033, 0.960, 0.879, 0.064, 0.064, 0.096, 0.044, 0.025, -0.537, -0.310, -0.068, -0.129, 0.126, 0.076, 0.066, 0.101, 0.067, -0.050, -0.139, 0.094, -0.071], "homo_lumo_gap_ev": [4.79, 4.78], "multiplicity": 1, "homo_energy_ev": [-4.964, -4.959], "charge": 0}

{"formula": "C48H68FeN3O6P2S2", "method": "wB97M-V/def2-TZVPD", "species": ["P", "C", "H", "N", "H", "H", "H", "H", "C", "H", "C", "C", "C", "H", "C", "H", "C", "H", "H", "H", "O", "H", "Fe", "H", "H", "H", "C", "N", "C", "O", "H", "H", "H", "H", "C", "H", "C", "C", "H", "H", "H", "C", "H", "H", "O", "C", "C", "H", "H", "H", "C", "C", "C", "S", "H", "H", "C", "H", "H", "H", "O", "C", "H", "C", "C", "H", "H", "H", "C", "C", "H", "C", "H", "C", "C", "H", "H", "H", "H", "H", "H", "C", "C", "H", "C", "H", "O", "H", "C", "C", "H", "H", "H", "H", "H", "C", "C", "H", "H", "H", "C", "H", "H", "C", "H", "H", "C", "O", "C", "H", "C", "C", "H", "N", "H", "C", "P", "S", "C", "H", "C", "C", "C", "C", "H", "H", "C", "H", "C", "H"], "xyz": [[1.108, -3.060, -2.056], [3.839, 0.955, -2.313], [3.396, 2.638, 2.561], [0.243, -2.129, 1.924], [-2.023, 3.839, -4.647], [-1.378, -3.346, -3.638], [1.885, 2.339, 1.723], [-5.109, -0.966, 2.207], [1.089, -4.073, -4.797], [-4.470, 2.129, 0.665], [1.420, 0.528, -2.927], [0.668, -4.848, -1.732], [4.430, 1.573, -4.967], [-3.345, 3.407, -1.339], [-1.992, 1.299, -2.427], [0.149, -4.472, 4.299], [3.513, -3.485, -0.656], [-3.201, 1.707, -4.155], [2.090, -5.807, -3.106], [-4.066, 0.669, 6.044], [-0.605, -1.600, 1.057], [1.317, -2.023, -4.192], [-0.156, -0.080, -0.313], [1.874, 0.584, 3.244], [2.159, 4.767, 2.474], [0.851, -3.805, -5.830], [5.135, 1.299, -2.659], [-0.988, 1.693, -1.637], [2.366, -2.310, 2.934], [1.259, 0.247, -1.680], [2.856, -3.321, 0.195], [4.692, 1.815, -5.986], [1.094, -6.923, -2.177], [-1.302, 3.982, 0.109], [1.534, -1.700, 1.974], [-2.839, -0.440, 1.357], [0.741, -2.900, -3.879], [2.840, 0.919, -3.281], [4.482, -3.042, -0.413], [-2.373, -2.813, -0.313], [0.818, 2.474, 5.329], [-1.941, -0.799, -1.120], [-0.131, 4.544, -3.165], [5.930, 1.333, -1.930], [0.567, 0.500, -3.798], [-3.771, -2.094, -1.778], [-4.779, -0.280, 4.234], [-1.180, 3.020, 4.328], [2.074, 4.203, 4.131], [-0.158, -6.012, -0.091], [0.242, 3.956, 2.991], [-2.919, 2.769, 2.046], [1.628, -5.969, -2.137], [-3.967, -0.688, -2.738], [-0.247, -4.953, -2.331], [3.663, -4.558, -0.771], [-1.987, 0.266, 3.238], [-0.983, -2.450, -5.106], [-0.180, 4.850, 3.450], [-0.492, -4.270, 0.012], [7.623, 1.968, -3.485], [2.962, -2.864, -1.941], [-4.793, 0.740, 2.349], [1.928, 1.556, 3.727], [0.254, -5.014, -0.267], [2.139, -4.355, -4.762], [-3.157, 6.084, 1.280], [-4.082, 4.457, 2.531], [-2.669, -2.019, -0.982], [-3.011, 4.265, 2.425], [-1.787, 1.129, 5.246], [-2.197, 4.608, 0.057], [-4.480, -2.903, -1.859], [-4.495, -0.235, 2.739], [-2.399, 2.059, -3.521], [-0.986, -1.624, -3.545], [3.523, -2.766, -4.051], [3.854, -4.328, -3.290], [0.002, 4.005, 1.927], [-2.012, 5.358, -0.714], [3.392, -1.976, 2.977], [3.841, -3.250, -3.128], [5.402, 1.603, -3.982], [-5.830, -0.064, 4.433], [3.140, 1.227, -4.603], [-4.302, 4.321, -0.191], [6.993, 2.242, -5.522], [0.492, -4.953, -4.551], [-3.881, 0.707, 4.968], [1.895, -3.289, 3.769], [-1.522, 5.726, 1.773], [-1.272, -3.343, 2.560], [-2.593, 4.438, 3.418], [3.593, 0.702, -1.290], [2.553, -3.745, 4.496], [-3.029, -0.534, 2.425], [-0.684, 3.635, -2.977], [-4.127, 1.727, 4.659], [-2.856, -1.592, 2.649], [2.708, 1.484, 4.491], [1.766, 3.969, 3.107], [3.036, -1.776, -1.820], [2.423, -6.082, -1.400], [-2.405, 0.401, 4.719], [0.161, 0.951, 4.806], [-4.585, -1.290, 4.614], [2.313, 2.613, 2.692], [-0.603, 1.421, 1.143], [-0.235, -3.098, 2.734], [0.483, 3.066, -1.256], [-0.344, 2.820, -1.914], [-0.410, 2.693, 3.621], [-3.600, 2.278, 2.741], [6.779, 1.971, -4.358], [1.113, -4.892, 0.399], [-2.549, 0.009, -2.044], [-1.397, 1.775, 2.390], [2.027, -0.515, 0.867], [-3.443, 2.496, 0.612], [-2.858, 1.697, 0.155], [0.608, 1.875, 4.438], [-2.439, 5.269, 1.405], [-0.740, -2.557, -4.046], [-3.387, 3.729, -0.298], [2.344, 1.186, -5.334], [-1.062, -0.321, 3.220], [-1.735, 3.238, -3.794], [4.871, -2.937, -2.933], [0.560, -3.698, 3.669], [-2.190, -0.566, 5.189]], "lowdin_spin": [0.012, 0.000, 0.000, 0.008, 0.000, 0.000, 0.000, 0.000, 0.000, 0.000, 0.011, 0.002, 0.000, 0.000, 0.006, 0.000, 0.000, 0.000, 0.000, 0.000, 0.102, 0.000, 4.242, 0.001, 0.000, 0.000, 0.000, 0.064, 0.005, 0.099, 0.000, 0.000, 0.000, 0.000, 0.011, 0.001, 0.001, 0.004, 0.000, 0.001, 0.000, 0.144, 0.000, 0.000, 0.009, 0.004, 0.000, 0.000, 0.000, 0.000, 0.000, 0.001, 0.001, 0.017, 0.000, 0.000, 0.000, 0.000, 0.000, 0.000, 0.000, 0.002, 0.000, 0.001, 0.000, 0.000, 0.000, 0.000, 0.021, 0.000, 0.000, 0.000, 0.001, 0.000, 0.003, 0.000, 0.000, 0.000, 0.000, 0.000, 0.001, 0.001, 0.000, 0.000, 0.001, 0.000, 0.000, 0.000, 0.000, 0.000, 0.000, 0.000, 0.000, 0.000, 0.000, 0.000, 0.004, 0.000, 0.000, 0.000, 0.000, 0.000, 0.000, 0.000, 0.000, 0.000, 0.001, 0.059, 0.003, 0.001, 0.006, 0.003, 0.000, 0.000, 0.000, 0.035, 0.009, 0.096, 0.000, 0.000, 0.000, 0.000, 0.000, 0.000, 0.000, 0.000, -0.001, 0.000, 0.002, 0.000], "homo_lumo_gap_ev": [7.28, 6.98], "s2": 8.759, "e_above_lowest_ev": 0.0000, "multiplicity": 6, "homo_energy_ev": [-7.431, -7.372], "charge": 0}

- Which formula does entry 3 have?
  C48H68FeN3O6P2S2